No. 1
CH3OS | ωB97M-V/def2-TZVPD

```
6
Properties=species:S:1:pos:R:3
H 0.591 -1.321 1.552
S 1.379 -0.973 0.574
H -1.510 -0.385 -0.769
C -1.123 0.651 -0.801
O -1.798 1.632 -0.578
H -0.054 0.712 -1.058
```

As for the total charge: -1. For the energy above the lowest of the compared OMol25 structures with the same formula, charge and spin, the calculation gives 0.65 kcal/mol. The frontier orbital gap is 6.984 eV. Its HOMO energy is -2.7 eV. As for the spin multiplicity: 1.

***

No. 2
F8N4NaO16S8 | ωB97M-V/def2-TZVPD

```
37
Properties=species:S:1:pos:R:3
O 1.125 2.874 -1.654
O -4.046 0.123 -4.220
O -1.549 -1.678 -1.149
F 2.099 -0.030 -3.399
S 0.762 -0.772 3.998
F 1.636 -1.878 3.262
F 0.333 2.857 2.613
O -1.551 0.961 4.454
O -1.182 3.761 -1.462
F -0.824 1.489 -1.737
O -2.342 -1.416 4.691
S -3.802 -0.560 -2.981
S 0.783 3.200 1.131
S -0.186 2.781 -1.039
F -5.297 -1.191 -2.783
N -0.522 -0.914 2.952
Na 0.016 -0.011 0.762
O 2.115 2.693 1.012
O 0.586 -1.206 5.356
S -1.725 -1.759 -2.587
N -3.190 -2.088 -3.087
S 2.160 -0.998 -2.114
S -1.665 -0.394 3.932
S 3.741 -1.259 -0.347
O 3.137 -0.562 0.742
F -1.072 -3.228 -2.885
O 1.972 -2.261 -2.767
O 3.706 -2.685 -0.359
F 5.340 -0.965 -0.074
N -0.338 2.187 0.359
O 1.586 0.366 3.751
N 3.720 -0.536 -1.687
O 0.596 4.626 1.124
F -2.727 -0.227 2.741
O -3.575 0.226 -1.795
O 1.125 -0.513 -1.253
O -0.948 -1.012 -3.501
```

As for the total charge: -3. For the energy above the lowest of the compared OMol25 structures with the same formula, charge and spin, the calculation gives 53.68 kcal/mol. The frontier orbital gap is 8.354 eV. Its HOMO energy is -2.6 eV. As for the spin multiplicity: 1.

***

No. 3
CH2S3 | ωB97M-V/def2-TZVPD

```
6
Properties=species:S:1:pos:R:3
S 0.553 0.322 -1.096
S 2.081 -3.428 1.180
H -0.206 0.888 -0.221
S -0.963 -3.677 1.658
C 0.535 -3.510 1.391
H -0.613 -0.191 -1.698
```

As for the total charge: 0. For the energy above the lowest of the compared OMol25 structures with the same formula, charge and spin, the calculation gives 3.24 kcal/mol. The frontier orbital gap is 9.645 eV. Its HOMO energy is -9.6 eV. As for the spin multiplicity: 1.

***

No. 4
C41H36FN11NiO4 | ωB97M-V/def2-TZVPD

```
94
Properties=species:S:1:pos:R:3
C -0.496 -2.215 1.244
H 1.578 0.202 2.097
H -4.193 4.751 4.870
H -0.640 2.392 6.043
C 0.157 1.417 3.103
H -3.070 4.710 -2.464
C 0.459 -2.555 0.311
C -3.722 3.885 4.406
C -2.007 -1.859 -0.574
H -2.724 5.513 -0.079
N -2.490 -2.091 -4.894
C -1.338 2.691 1.754
C 3.928 -3.395 -0.181
H -4.790 2.781 5.817
O -0.260 0.447 -3.977
N 7.836 -1.399 -5.686
H -3.566 -0.934 4.978
F 0.655 1.092 4.317
H 7.844 -0.636 -5.035
C 5.795 -2.256 -4.653
C -4.037 0.785 2.259
C -1.195 -2.376 -2.926
N 3.501 -3.778 2.121
H -1.797 4.713 4.984
H 3.802 -0.079 -2.996
N -1.562 2.808 4.158
C -0.996 -2.228 -1.461
C -1.734 -1.771 0.783
H -2.308 -2.377 3.432
C -2.159 4.442 -1.951
H 1.574 -3.400 2.730
H -3.256 3.098 -0.567
O 1.417 -0.705 -3.109
H -4.234 3.665 3.471
H 5.795 -0.099 -4.462
C -2.662 -1.097 1.723
C -2.268 3.466 -0.823
H 5.434 -4.365 -4.675
C -0.779 1.788 -1.727
C 0.867 0.550 -0.463
H 3.454 -4.175 -3.152
C -1.956 4.908 -0.541
H -2.061 4.638 3.262
C -0.921 2.323 3.026
C -1.521 2.136 5.448
H -2.166 3.375 1.639
N -0.185 -2.944 -3.588
H -1.574 -2.731 -6.623
N -1.218 2.484 -0.658
C -3.356 0.035 1.317
H -0.943 5.138 -0.239
C 4.020 -3.302 -3.455
C -1.475 -2.630 -5.549
H -0.255 -2.196 2.297
H 4.616 -3.394 -1.013
H 5.352 -4.097 1.270
H -3.026 1.738 6.962
H -4.552 1.691 1.961
C 5.336 -1.036 -4.180
C -2.772 -1.473 3.061
N 0.237 -2.463 -1.004
N -3.919 2.685 5.299
H 0.497 -3.508 -5.446
H -1.506 1.060 5.286
N -4.073 0.474 3.555
C -2.222 4.093 4.188
C 0.739 0.879 1.995
H -1.283 4.382 -2.582
C 6.970 -2.433 -5.593
C 0.193 0.833 -1.704
C 1.830 -2.987 0.631
N 2.678 -3.009 -0.410
H -2.654 3.450 6.788
C 5.110 -3.410 -4.287
O 1.821 -0.230 -0.322
C 0.284 1.216 0.714
C -2.344 -1.959 -3.581
C 4.333 -3.781 1.091
H -2.992 -1.618 -0.949
H -4.000 1.813 4.687
C -0.320 -3.061 -4.894
H -3.170 -1.498 -3.054
C -3.481 -0.666 3.931
H 8.641 -1.526 -6.278
H -1.247 2.017 -2.676
C -2.773 2.514 6.244
O 7.073 -3.460 -6.225
H -3.317 0.374 0.290
C -0.748 2.150 0.606
Ni 1.966 -2.045 -1.949
C 0.452 0.153 -3.034
C 4.223 -1.005 -3.359
N 3.588 -2.120 -2.990
C 2.255 -3.385 1.888
```

As for the total charge: +2. The frontier orbital gap is 7.196 eV. Its HOMO energy is -12.9 eV. As for the spin multiplicity: 1.

***

No. 5
C6H8O2 | ωB97M-V/def2-TZVPD

```
16
Properties=species:S:1:pos:R:3
H -1.148 2.629 0.094
H 1.128 -1.876 -0.865
C -1.230 1.540 -0.101
C -0.367 0.486 0.709
C -0.102 -0.150 -1.319
H -1.413 -1.560 -0.080
H 1.799 -1.545 1.590
C -0.660 -0.776 -0.172
H -2.257 1.209 -0.258
H 0.505 1.015 0.402
O -0.535 1.228 -1.351
C 1.361 -0.663 1.084
C 0.790 -1.027 -0.312
H 2.075 0.183 1.069
O 0.236 -0.131 1.850
H -0.182 -0.562 -2.339
```

As for the total charge: 0. For the energy above the lowest of the compared OMol25 structures with the same formula, charge and spin, the calculation gives 140.68 kcal/mol. The frontier orbital gap is 10.301 eV. Its HOMO energy is -9.3 eV. As for the spin multiplicity: 1.

***

No. 6
C6H12N5O2S | ωB97M-V/def2-TZVPD

```
26
Properties=species:S:1:pos:R:3
H -2.148 -1.402 1.228
H -1.856 0.933 -2.945
H 3.631 -4.027 1.060
H -1.709 2.799 0.049
N -1.808 -0.465 1.513
S 0.883 -3.757 0.338
H 0.088 1.742 -3.793
C 0.348 -1.437 0.779
N 1.743 -1.411 1.025
H 4.116 -2.432 1.061
H -1.018 2.285 1.532
C -0.765 1.002 0.136
H -1.796 -0.491 2.529
C -0.207 2.304 -2.891
O 0.239 0.341 2.310
C -0.505 -0.204 1.279
H -2.142 2.281 -1.773
N -1.112 2.185 0.586
H -0.607 3.319 -3.230
H 0.560 2.397 -2.188
O -0.980 0.615 -1.068
C 2.149 -2.625 0.868
N 3.404 -3.048 0.904
N -0.248 -2.573 0.466
H 1.150 0.055 2.393
C -1.412 1.612 -2.169
```

As for the total charge: +1. For the energy above the lowest of the compared OMol25 structures with the same formula, charge and spin, the calculation gives 4.65 kcal/mol. The frontier orbital gap is 9.381 eV. Its HOMO energy is -12.2 eV. As for the spin multiplicity: 1.

***

No. 7
C8H11N | ωB97M-V/def2-TZVPD

```
20
Properties=species:S:1:pos:R:3
H 2.182 -1.286 1.317
N 1.345 0.926 0.290
C -0.745 0.787 1.141
H 0.780 -1.213 2.906
C 0.285 -0.272 0.698
H -1.460 2.382 -2.181
C -0.099 1.450 0.031
H -1.764 0.437 0.926
H 1.512 1.286 1.176
C -1.090 1.305 -2.255
C -0.392 0.648 -1.226
H 0.631 -2.292 1.366
C -0.061 -0.625 -0.767
H 0.061 -2.637 -0.349
C 0.981 -1.227 1.588
C -0.091 -1.862 -1.181
H -1.089 0.683 -3.253
H -0.454 -2.111 -2.236
H -0.511 1.153 2.098
H -0.021 2.468 -0.090
```

As for the total charge: 0. For the energy above the lowest of the compared OMol25 structures with the same formula, charge and spin, the calculation gives 96.95 kcal/mol. The frontier orbital gap is 9.292 eV. Its HOMO energy is -8.7 eV. As for the spin multiplicity: 1.

***

No. 8
C39H35BN5O2Os | ωB97M-V/def2-TZVPD

```
83
Properties=species:S:1:pos:R:3
Os 0.107 -0.254 0.071
H -4.015 -0.237 2.769
H -1.541 -1.167 -5.989
C 3.054 1.023 -2.637
C -1.349 4.370 3.798
N -1.227 -1.227 -0.934
C 5.698 1.281 -3.478
C -1.974 1.970 0.164
H 0.066 -2.576 -4.732
H 1.126 -5.056 1.501
C 1.226 2.349 -1.659
C -3.755 -1.090 4.704
C 0.757 3.963 2.728
C 3.344 1.322 -3.964
C -0.088 4.814 3.421
C 1.337 -4.002 1.429
H 6.219 0.836 -1.446
H 0.238 5.812 3.682
C -0.762 3.807 -1.434
H -3.234 -1.857 6.635
N -0.802 1.643 -0.429
H -2.739 2.741 3.789
C 0.780 -0.956 -3.533
C -1.994 4.111 -0.897
H -3.677 -1.612 -3.070
H -4.768 -1.469 4.737
C -1.008 0.625 -4.941
H 1.910 2.577 -0.834
H 2.646 -1.043 1.717
C -1.596 -0.819 5.713
H 3.143 -3.575 2.633
H -1.372 -4.351 0.426
N -1.363 -2.584 -0.978
C -1.762 3.089 3.472
B -0.571 -3.751 -0.237
H -2.612 -3.900 -1.980
N 1.032 -1.961 0.732
C 4.098 0.852 -1.734
H -0.089 -4.419 -1.114
C -1.167 -0.113 4.604
H 3.884 0.599 -0.704
H -2.188 0.370 -1.949
H -0.919 -0.986 6.540
H 2.542 1.446 -4.681
N 0.556 -3.213 0.685
H -3.531 3.396 0.427
C -2.027 0.113 3.531
H -0.155 0.272 4.565
C 5.414 0.979 -2.154
C 0.339 2.679 2.397
H 1.025 2.021 1.878
C -3.321 -0.385 3.586
O -0.422 0.025 1.841
H -2.764 0.067 0.812
H -1.694 1.251 -5.497
C -0.020 -1.519 -4.511
C 1.605 0.961 -2.159
C -2.509 1.050 1.213
C -2.597 3.181 -0.071
H 1.490 -1.572 -2.993
C -0.926 2.234 2.757
H 4.874 1.681 -5.417
C -2.896 -1.308 5.766
C -2.153 -0.691 -1.789
H 6.725 1.376 -3.805
C 0.690 0.405 -3.240
C -2.882 -1.695 -2.352
C -2.345 -2.870 -1.808
C -0.921 -0.729 -5.217
H -2.460 5.068 -1.087
H 1.751 4.291 2.452
C 2.115 -1.960 1.519
C 2.353 -3.243 1.985
H -3.417 1.488 1.621
C 4.660 1.453 -4.381
C -1.471 0.873 2.333
H -0.277 2.255 -3.770
C -0.204 1.190 -3.955
H 1.448 3.078 -2.438
O 1.561 0.041 -1.056
C -0.176 2.575 -1.176
H -2.009 5.020 4.357
H -0.229 4.520 -2.047
```

As for the total charge: +1. For the energy above the lowest of the compared OMol25 structures with the same formula, charge and spin, the calculation gives 1.32 kcal/mol. The frontier orbital gap (spin up / spin down) is 7.409 / 7.409 eV. Its HOMO energy (spin up / spin down) is -11.3 / -11.3 eV. As for the spin multiplicity: 1.

***

Look up the total charge of the third one.
0

***

What is the total charge in the first record?
-1